{"formula": "C30H53Br2Cl2Cs2F6MgN2NaO13P2S", "method": "wB97M-V/def2-TZVPD", "elements": ["C", "C", "C", "P", "C", "C", "C", "N", "O", "C", "C", "C", "Cl", "O", "C", "C", "C", "C", "C", "N", "C", "C", "O", "C", "C", "C", "C", "O", "O", "H", "H", "H", "H", "H", "H", "H", "H", "H", "H", "H", "H", "H", "H", "H", "H", "H", "H", "H", "H", "H", "H", "H", "H", "H", "H", "H", "H", "H", "H", "H", "H", "H", "H", "H", "O", "C", "O", "C", "C", "C", "H", "H", "H", "H", "H", "H", "Cs", "Cl", "Cs", "Mg", "O", "S", "O", "O", "O", "F", "P", "F", "F", "F", "F", "F", "Na", "Br", "C", "C", "Br", "H", "H", "H", "H", "O", "C", "O", "C", "C", "C", "H", "H", "H", "H", "H", "H", "H", "H"], "coordinates": [[-2.6835, 2.1060, 2.9853], [-2.7213, 2.5778, 1.8691], [-2.4499, 3.0778, 0.5262], [-1.3775, 1.8416, -0.5387], [0.1409, 1.8260, 0.6537], [0.7796, 0.4329, 0.7942], [1.7528, 0.0252, -0.2802], [2.3963, 1.0051, -1.1324], [2.0497, -1.1420, -0.4188], [-0.4665, 3.2087, -1.5237], [-1.1832, 3.8022, -2.7424], [-0.2207, 4.8247, -3.4051], [-2.6552, 4.7528, -2.3135], [-2.1149, 0.5952, 0.4292], [-3.2266, 0.0224, -0.2150], [-3.7018, -1.3145, 0.3267], [-5.1563, -1.6358, -0.0591], [-5.5081, -3.1315, -0.0051], [-4.9033, -3.9826, -1.1271], [-3.4628, -4.2491, -0.9706], [-3.1417, -4.8662, 0.2855], [-1.9760, -4.3222, 1.0927], [-3.7996, -5.7793, 0.7266], [-2.9930, 0.2482, -1.7184], [-2.1296, -0.7737, -2.4839], [-2.9584, -1.5097, -3.5656], [-2.0368, -2.2852, -4.6743], [-2.9037, -2.8591, -3.4952], [-2.5617, 1.5815, -1.8037], [-2.6263, 1.6470, 3.9512], [-3.4174, 3.1979, 0.0220], [-2.0013, 4.0799, 0.5045], [-0.5664, 0.8978, -1.3093], [-0.0972, 2.1469, 1.6801], [0.9262, 2.5059, 0.3073], [1.3852, 0.4610, 1.7176], [0.0614, -0.3709, 0.9349], [2.2175, 0.7081, -2.0858], [3.3902, 0.9782, -0.9345], [-0.2486, 4.0653, -0.8670], [0.4639, 2.7788, -1.9055], [-1.3832, 3.0645, -3.5209], [0.0560, 5.5381, -2.6151], [0.7116, 4.3498, -3.7226], [-0.7106, 5.4118, -4.1846], [-4.0519, 0.7281, 0.0407], [-3.0020, -2.1043, 0.0425], [-3.6742, -1.2638, 1.4240], [-5.4576, -1.2062, -1.0221], [-5.7908, -1.1459, 0.6934], [-6.5970, -3.1949, -0.1462], [-5.3344, -3.5714, 0.9850], [-5.0179, -3.3995, -2.0510], [-5.4862, -4.8994, -1.2950], [-3.1493, -4.8421, -1.7319], [-2.3587, -3.6846, 1.8974], [-1.4125, -5.1289, 1.5635], [-1.3083, -3.7224, 0.4694], [-4.0145, 0.1794, -2.1330], [-1.3841, -0.2010, -3.0381], [-1.7171, -1.5690, -1.8586], [-3.8681, -1.0249, -3.9370], [-1.4256, -3.1971, -4.6036], [-1.1819, -1.6470, -4.2972], [-2.0594, 0.8511, 5.9945], [-0.9815, 1.0571, 6.4479], [-0.0449, 1.8762, 5.8794], [1.1724, 1.8111, 6.6292], [0.7632, 1.3243, 8.0039], [-0.4249, 0.4304, 7.7022], [1.8562, 1.1157, 6.1271], [1.6366, 2.7979, 6.6668], [1.5702, 0.8213, 8.5408], [0.4367, 2.1653, 8.6071], [-0.1167, -0.5937, 7.4802], [-1.1582, 0.4461, 8.5122], [1.6001, -1.1073, 7.4540], [1.4561, -2.4749, 1.6143], [-0.1306, 3.6151, 9.3655], [-0.7157, 3.1412, 3.4473], [-1.8694, 0.0937, -7.6163], [-0.7212, -0.7522, -7.9841], [-1.2235, -1.9525, -8.6577], [-0.0052, -1.1520, -6.7479], [0.1935, -0.0118, -8.8646], [4.1687, -4.3791, -8.0432], [2.8951, -3.3452, -8.0213], [1.3376, -3.0749, -8.4444], [3.5407, -2.8308, -6.5371], [3.0759, -1.6973, -8.2429], [2.1395, -4.5085, -7.1598], [3.1772, -3.4588, -9.6346], [1.9054, 0.5416, -7.9198], [5.7755, -4.5471, -2.3114], [4.0780, -3.6932, -1.8618], [2.9243, -4.3228, -2.5942], [2.8623, -3.7522, -4.4663], [4.1901, -2.6372, -2.0856], [3.9725, -3.8250, -0.7868], [1.9843, -3.9930, -2.1526], [2.9635, -5.4085, -2.5915], [4.8893, 3.1219, 7.5682], [5.0158, 3.4816, 6.4200], [4.6587, 2.6625, 5.4218], [4.5880, 3.0694, 4.0380], [5.9349, 2.9644, 3.3573], [5.6522, 4.8076, 6.0899], [4.1499, 4.0636, 3.9509], [3.8882, 2.3797, 3.5691], [6.6689, 3.6315, 3.8103], [5.8453, 3.2171, 2.3014], [6.3253, 1.9504, 3.4441], [6.7349, 4.6881, 6.0872], [5.3770, 5.5222, 6.8621], [5.3315, 5.2276, 5.1404]], "mulliken_charge": [-1.608, 0.259, -0.977, 3.433, 1.338, -0.596, 0.577, -0.365, -0.546, -1.802, 0.705, -1.475, -0.259, -0.506, -0.640, 0.599, -0.727, -1.017, -0.691, 0.022, 0.431, -0.846, -0.578, -1.020, -1.211, 0.969, -1.297, -0.316, -0.735, 0.890, 0.440, 0.389, -0.747, -2.344, 0.472, 0.630, -0.121, 0.274, 0.307, 0.537, 0.316, 0.340, 0.348, 0.330, 0.398, 0.045, -0.708, 0.536, 0.355, 0.376, 0.416, 0.432, 0.273, 0.476, 0.279, 0.176, 0.390, 0.188, 0.863, 0.505, 0.306, 0.485, 0.535, 0.361, -0.571, 0.993, 0.535, -0.184, -2.931, -0.907, 0.282, 0.031, 0.778, 1.360, 0.501, 0.450, 1.091, -0.631, 0.700, -0.567, -0.487, 1.364, -0.441, -0.365, -0.865, -0.330, 0.975, -0.276, -0.419, -0.347, -0.324, -0.334, 0.962, -0.201, -0.468, -0.495, 0.031, 0.290, 0.342, 0.153, 0.416, -0.620, 0.817, -0.357, -0.241, -1.080, -1.047, 0.349, 0.242, 0.304, 0.377, 0.319, 0.280, 0.325, 0.347], "spin_multiplicity": 1, "energy_ev": -283351.5830, "total_charge": 0, "orbital_gap_ev": 1.5169, "e_lumo_ev": -4.56}